The following is a quantum chemistry calculation of an isolated molecule of C4H7NOS, from OMol25.

ΔE to the lowest compared entry with this formula, charge and spin ... 2.489 eV
Net charge ... 0
HOMO level ... -8.988 eV
E_LUMO ... 0.0301 Ha

```
14
C4H7NOS (ωB97M-V/def2-TZVPD)
C -1.56 1.37 0.00
S -1.67 -0.48 0.00
C 0.13 -0.90 0.04
C 0.94 -0.35 1.24
C 1.83 0.59 0.48
N 1.74 0.48 -0.82
O 0.85 -0.44 -1.15
H -1.35 1.63 1.05
H -0.76 1.64 -0.78
H -2.55 1.80 -0.30
H 0.22 -1.97 -0.12
H 1.48 -1.09 1.75
H 0.31 0.24 1.97
H 2.52 1.28 0.88
```

Here are the natural (NBO) charges for atoms 1 to 4, given in e: -0.7534 0.1778 -0.0642 -0.5101


The following is a quantum chemistry calculation of C6H11N3O3S as an isolated structure, from OMol25.

ΔE to the lowest compared entry with this formula, charge and spin ... 0.854 eV
Net charge ... 0
HOMO level ... -7.566 eV
E_LUMO ... 0.0097 Ha

```
24
C6H11N3O3S (ωB97M-V/def2-TZVPD)
C -2.12 0.08 -1.31
C -0.84 0.37 -1.52
C -1.14 0.60 0.63
C -3.58 -0.16 0.71
C 3.21 0.83 1.16
C 1.19 0.59 -0.28
N -2.30 0.16 0.05
N -0.21 0.63 -0.31
N 1.77 0.57 1.04
O 2.72 -1.82 -0.48
O 1.22 -1.68 -2.39
O 0.25 -2.06 -0.13
S 1.37 -1.65 -0.96
H -2.86 -0.25 -2.10
H -0.46 0.11 -2.50
H -0.84 0.51 1.65
H -3.43 -0.38 1.79
H -4.22 0.60 0.46
H -4.04 -1.00 0.28
H 3.36 1.86 0.60
H 3.50 1.09 2.30
H 3.98 0.03 0.92
H 1.73 1.30 -0.99
H 1.72 -0.32 1.38
```

Here are the natural (NBO) charges for atoms 1 to 4, given in e: -0.0458 -0.0599 0.2164 -0.3938


The following is a quantum chemistry calculation of an isolated molecule of C3H3N3O, from OMol25.

ΔE to the lowest compared entry with this formula, charge and spin ... 1.143 eV
Net charge ... 0
HOMO level ... -9.765 eV
E_LUMO ... 0.0159 Ha

```
10
C3H3N3O (ωB97M-V/def2-TZVPD)
O 2.29 -0.11 -1.08
C 1.13 -0.03 -0.76
C 0.58 1.18 -0.09
N -0.38 1.11 0.76
N -0.96 -0.11 0.86
C -0.77 -1.07 -0.08
N 0.19 -1.05 -0.94
H 1.04 2.15 -0.24
H -1.63 -0.22 1.61
H -1.51 -1.87 -0.10
```

Here are the natural (NBO) charges for atoms 1 to 4, given in e: -0.5353 0.5687 -0.0494 -0.1887


The following is a quantum chemistry calculation of a 3-piece molecular cluster, C32H46BF23N4O9PS overall, from OMol25.

ΔE to the lowest compared entry with this formula, charge and spin ... 0.908 eV
Net charge ... +1
HOMO level ... -11.778 eV
E_LUMO ... -0.1323 Ha

```
117
C32H46BF23N4O9PS (ωB97M-V/def2-TZVPD)
C 1.05 1.54 3.54
C 1.30 2.29 2.60
C 1.53 3.22 1.50
C 1.47 2.61 0.09
N 0.15 2.07 -0.14
C -0.04 0.75 0.18
N -1.09 0.44 0.91
C -1.97 1.55 1.34
C -2.88 2.06 0.22
O -4.19 2.07 0.73
C -5.13 2.22 -0.32
C -6.51 2.32 0.29
F -6.76 1.24 1.01
F -7.43 2.48 -0.62
F -6.58 3.35 1.14
C -1.48 -0.91 1.28
F -0.48 -1.76 1.40
F -2.06 -0.89 2.48
C -2.52 -1.54 0.32
F -2.82 -2.73 0.85
F -3.64 -0.82 0.31
N 0.81 -0.18 -0.32
B 0.36 -0.96 -1.55
O -0.12 -0.31 -2.65
C 0.34 -2.54 -1.57
C 1.00 -2.97 -2.91
C 2.27 0.12 -0.25
C 2.69 -0.49 1.09
O 2.41 -1.86 1.11
O 2.73 -2.27 2.43
O 2.75 -0.59 -1.37
C 4.02 -1.25 -1.28
C 3.96 -2.79 -1.22
C 5.12 -3.29 -0.36
C 4.88 -4.76 0.10
C 2.66 1.65 -0.31
N 3.78 2.04 0.53
C 5.15 1.74 0.12
C 6.04 3.01 -0.04
P 3.04 2.23 -2.06
O 4.14 1.41 -2.84
O 3.66 3.68 -1.90
S 1.44 2.41 -3.17
H 0.76 0.88 4.31
H 0.73 3.96 1.54
H 2.43 3.77 1.69
H 1.52 3.49 -0.54
H -0.28 2.34 -1.02
H -2.66 1.21 2.11
H -1.40 2.34 1.79
H -2.82 1.39 -0.64
H -2.60 3.07 -0.05
H -5.08 1.37 -1.00
H -4.92 3.14 -0.87
H -2.12 -1.75 -0.67
H 0.55 -0.20 -3.34
H 0.89 -2.95 -0.72
H -0.68 -2.90 -1.63
H 0.33 -2.70 -3.72
H 1.91 -2.41 -3.10
H 1.15 -4.04 -2.96
H 2.19 0.00 1.92
H 3.76 -0.32 1.25
H 1.96 -2.78 2.70
H 4.54 -1.03 -2.21
H 4.70 -0.91 -0.50
H 3.02 -3.14 -0.82
H 4.11 -3.21 -2.21
H 6.07 -3.22 -0.88
H 5.21 -2.70 0.55
H 4.59 -4.75 1.15
H 5.78 -5.35 0.00
H 4.08 -5.17 -0.50
H 3.68 1.79 1.50
H 5.29 1.14 -0.77
H 5.63 1.19 0.93
H 5.43 3.90 0.09
H 6.54 3.03 -1.00
H 6.81 3.02 0.71
H 3.74 0.79 -3.46
H 2.97 4.32 -2.11
C -3.41 6.86 4.57
C -2.09 6.16 4.97
C -0.81 6.57 4.23
F -0.87 6.28 2.92
F 0.23 5.87 4.74
F -2.26 4.82 4.92
F -1.88 6.48 6.28
O -4.30 6.15 3.70
C -4.18 6.23 2.33
C -3.87 4.86 1.73
F -2.70 4.37 2.21
F -3.74 4.98 0.38
F -3.27 7.16 1.96
F -5.37 6.63 1.84
H -3.98 6.95 5.49
H -3.25 7.88 4.23
H -0.61 7.63 4.35
H -4.66 4.15 1.95
C -2.75 -5.98 -3.88
C -1.22 -5.87 -3.80
C -0.39 -7.13 -4.03
F -0.64 -8.08 -3.11
F 0.93 -6.82 -3.95
F -0.87 -5.30 -2.61
F -0.85 -4.99 -4.77
O -3.48 -6.07 -2.66
C -3.72 -7.29 -2.05
C -3.09 -7.36 -0.65
F -1.76 -7.20 -0.72
F -3.35 -8.56 -0.10
F -3.34 -8.32 -2.82
F -5.06 -7.40 -1.90
H -3.08 -5.03 -4.30
H -3.07 -6.74 -4.60
H -0.58 -7.54 -5.03
H -3.50 -6.57 -0.01
```

Here are the Löwdin charges for atoms 1 to 4, given in e: 0.1543 -0.1195 -0.1369 -0.2634


The following is a quantum chemistry calculation of C36H32CrF3IN5O5PS3 as an isolated structure, from OMol25.

Spin multiplicity ... 4
ΔE to the lowest compared entry with this formula, charge and spin ... 1.744 eV
Net charge ... -1
Expectation value of S² ... 3.796
HOMO level (alpha / beta) ... -4.652 / -4.681 eV
E_LUMO (alpha / beta) ... 0.0803 / 0.0802 Ha

```
87
C36H32CrF3IN5O5PS3 (ωB97M-V/def2-TZVPD)
Cr -0.19 -0.05 -0.57
N 0.42 -0.09 1.72
C 0.79 0.91 2.66
C 0.11 1.03 3.85
C 0.50 1.97 4.82
C 1.55 2.81 4.61
C 2.25 2.75 3.39
C 3.35 3.59 3.09
C 3.97 3.49 1.88
C 3.50 2.53 0.96
N 2.52 1.72 1.21
C 1.88 1.80 2.40
H 1.24 -0.64 1.44
H -0.31 -0.68 2.07
H -0.73 0.39 4.03
H -0.04 2.01 5.76
H 1.87 3.52 5.37
H 3.68 4.30 3.84
H 4.81 4.13 1.63
H 3.97 2.43 -0.02
S -1.04 0.02 -2.81
C 0.27 -0.56 -3.84
C 0.85 -1.82 -3.62
C 1.86 -2.28 -4.45
C 2.31 -1.51 -5.51
C 1.75 -0.27 -5.74
C 0.73 0.20 -4.92
H 0.50 -2.40 -2.78
H 2.29 -3.26 -4.26
H 3.11 -1.88 -6.16
H 2.10 0.35 -6.56
H 0.28 1.17 -5.10
O 3.09 -1.24 0.63
S 2.92 -0.65 -0.72
N 1.59 -0.19 -1.16
N -0.41 -1.91 -0.34
P -1.15 -3.19 0.00
C -0.27 -4.30 1.16
C -0.89 -5.39 1.77
C -0.20 -6.16 2.69
C 1.12 -5.85 3.01
C 1.74 -4.77 2.40
C 1.05 -4.00 1.48
C -1.45 -4.22 -1.48
C -1.01 -5.53 -1.62
C -1.11 -6.18 -2.85
C -1.64 -5.51 -3.94
C -2.07 -4.20 -3.82
C -1.97 -3.55 -2.60
C -2.78 -3.08 0.82
C -3.99 -3.20 0.13
C -5.19 -3.05 0.80
C -5.21 -2.77 2.16
C -4.01 -2.62 2.85
C -2.81 -2.77 2.18
H -1.93 -5.62 1.53
H -0.69 -7.00 3.18
H 1.65 -6.46 3.73
H 2.77 -4.53 2.65
H 1.52 -3.14 1.00
H -0.57 -6.05 -0.78
H -0.75 -7.19 -2.96
H -1.71 -6.02 -4.90
H -2.47 -3.67 -4.67
H -2.24 -2.51 -2.50
H -3.98 -3.42 -0.93
H -6.13 -3.14 0.26
H -6.15 -2.64 2.68
H -4.02 -2.37 3.90
H -1.87 -2.66 2.72
N -0.18 4.15 0.10
C -0.29 3.12 -0.77
O 0.01 1.99 -0.40
C -0.73 3.48 -2.16
I -2.87 3.37 -2.32
H -0.23 3.87 1.07
H -0.74 4.96 -0.12
H -0.35 2.76 -2.88
H -0.47 4.50 -2.41
F -5.00 2.25 0.65
C -4.56 1.00 0.87
F -5.25 0.52 1.91
F -4.86 0.27 -0.20
S -2.73 0.99 1.25
O -2.64 0.26 2.49
O -2.39 2.39 1.32
O -2.20 0.25 0.09
```

Here are the Löwdin charges for atoms 1 to 4, given in e: 0.4258 0.0931 -0.1968 -0.0166


The following is a quantum chemistry calculation of C25H32N6OSV as an isolated structure, from OMol25.

Spin multiplicity ... 3
Net charge ... +3
Expectation value of S² ... 2.015
HOMO level (alpha / beta) ... -17.321 / -17.308 eV
E_LUMO (alpha / beta) ... -0.3878 / -0.3855 Ha

```
66
C25H32N6OSV (ωB97M-V/def2-TZVPD)
V 0.05 -0.25 -0.29
C 1.34 3.36 -4.27
C 1.90 2.87 -3.09
C 1.17 2.00 -2.30
C -0.11 1.62 -2.71
C -0.68 2.11 -3.89
C 0.06 2.98 -4.66
N -0.81 0.72 -1.87
N -1.99 0.44 -2.16
C -2.61 -0.42 -1.25
C -3.93 -0.76 -1.45
C -4.54 -1.58 -0.51
C -3.81 -2.02 0.58
C -2.48 -1.64 0.71
N -1.88 -0.85 -0.19
H 1.91 4.04 -4.88
H 2.89 3.18 -2.79
H 1.60 1.65 -1.37
H -1.67 1.80 -4.19
H -0.36 3.37 -5.58
H -4.46 -0.38 -2.32
H -5.58 -1.88 -0.63
H -4.25 -2.66 1.33
H -1.86 -1.98 1.53
C 0.87 -1.64 -4.08
C -0.20 -2.70 -3.73
C -0.18 -2.77 -2.20
O 0.57 -1.60 -1.76
C 1.62 -1.44 -2.78
H 0.40 -0.71 -4.40
H 1.53 -1.97 -4.87
H 0.04 -3.67 -4.15
H -1.18 -2.41 -4.10
H 0.37 -3.64 -1.83
H -1.16 -2.74 -1.73
H 2.35 -2.22 -2.59
H 2.08 -0.46 -2.64
C -0.45 5.11 3.11
C -0.34 3.85 2.32
C 0.74 2.97 2.46
C 0.80 1.83 1.70
N -0.15 1.49 0.80
C -1.19 2.33 0.66
C -1.32 3.49 1.39
H 0.30 5.16 3.90
H -1.44 5.20 3.55
H -0.31 5.96 2.45
H 1.53 3.19 3.16
H 1.63 1.14 1.80
H -1.95 2.06 -0.06
H -2.19 4.12 1.22
C -0.06 -1.65 4.18
N 1.27 -2.13 3.89
C 2.12 -2.74 4.93
C 3.41 -3.10 4.18
N 3.11 -2.65 2.82
C 1.90 -2.13 2.73
S 1.29 -1.60 1.20
H -0.03 -1.06 5.10
H -0.74 -2.49 4.32
H -0.40 -1.02 3.36
H 1.61 -3.61 5.35
H 2.28 -2.01 5.73
H 3.61 -4.17 4.19
H 4.28 -2.58 4.57
H 3.73 -2.75 2.03
```

Here are the natural (NBO) charges for atoms 1 to 4, given in e: 1.4374 -0.1080 -0.1854 -0.2102


The following is a quantum chemistry calculation of an isolated molecule of C4H7NS2, from OMol25.

Spin multiplicity ... 3
ΔE to the lowest compared entry with this formula, charge and spin ... 2.589 eV
Net charge ... 0
Expectation value of S² ... 2.009
HOMO level (alpha / beta) ... -5.062 / -8.706 eV
E_LUMO (alpha / beta) ... 0.0307 / -0.1084 Ha

```
14
C4H7NS2 (ωB97M-V/def2-TZVPD)
C 1.50 0.95 -0.21
C -1.52 -0.04 0.59
C -1.78 -1.36 -0.20
C -0.39 -0.88 0.04
N 1.42 1.06 1.04
S 2.65 1.87 -1.34
S 0.61 -0.12 -1.20
H -1.66 0.88 0.17
H -1.49 0.02 1.64
H -2.20 -2.09 0.39
H -2.37 -1.28 -1.12
H 0.35 -1.45 0.60
H 1.97 1.69 1.61
H 2.90 0.76 -2.03
```

Here are the natural (NBO) charges for atoms 1 to 4, given in e: -0.3487 -0.3987 -0.4053 -0.4252


The following is a quantum chemistry calculation of CH4N2ORb as an isolated structure, from OMol25.

ΔE to the lowest compared entry with this formula, charge and spin ... 0.510 eV
Net charge ... +1
HOMO level ... -13.796 eV
E_LUMO ... -0.1335 Ha

```
9
CH4N2ORb (ωB97M-V/def2-TZVPD)
Rb 2.45 -1.95 -2.36
C -0.03 -0.16 0.09
O 0.62 -1.10 -0.39
N 0.31 0.47 1.14
N -1.11 0.33 -0.46
H 1.09 0.17 1.69
H -0.38 1.08 1.56
H -1.45 1.12 0.07
H -1.50 0.04 -1.35
```

Here are the natural (NBO) charges for atoms 1 to 4, given in e: 0.9970 0.7670 -0.7954 -0.7891